one.
Entry from OMol25: a single C2H3ClNOP molecule (ωB97M-V with the def2-TZVPD basis set).

```
! RIJCOSX wB97M-V def2-TZVPD def2/J DEFGRID3
* xyz 0 1
C -1.11702 0.97365 -0.13649
C -0.55993 -0.53284 0.05133
N -0.59559 2.04588 -0.02056
O 0.76628 -0.67706 -0.23881
P 1.94833 -0.05955 0.63362
Cl 3.42047 -0.45362 -0.52719
H -2.17904 0.79792 -0.57116
H -0.62249 -0.71216 1.24885
H -1.06101 -1.38221 -0.43958
*
```

## Properties
HOMO level (alpha / beta), Ha: -0.280 / -0.219
Molar mass, g/mol: 123.48

***

two.
Entry from OMol25: 2 unconnected molecules or ions with the total composition C2H3ClNOP (ωB97M-V with the def2-TZVPD basis set).

```
! RIJCOSX wB97M-V def2-TZVPD def2/J DEFGRID3
* xyz 0 1
C -1.75788 0.34927 -1.50074
C 1.28220 -0.00541 0.23072
N -2.48537 0.52094 -2.36739
O -0.79058 1.04392 1.52156
P -0.44493 -0.01533 0.66361
Cl -0.78970 -1.99094 1.11488
H 1.52259 0.91820 -0.32075
H 1.95547 -0.03535 1.11721
H 1.50820 -0.78530 -0.45911
*
```

## Properties
HOMO level, Ha: -0.417
Molar mass, g/mol: 123.48

***

Energy comparison, zero being the most stable, in eV: one 3.396; two 0.000.

***

one.
Entry from OMol25: 12 unconnected molecules or ions with the total composition H23O12 (ωB97M-V with the def2-TZVPD basis set).

```
! RIJCOSX wB97M-V def2-TZVPD def2/J DEFGRID3
* xyz -1 1
O -0.50644 -1.66317 -4.10371
H -0.33290 -3.44696 1.45032
H -0.21153 1.41590 0.95454
O 1.68510 -1.31774 3.22577
H 0.88690 -1.46964 2.63670
H 2.36821 -1.47264 2.61578
O -0.93803 1.67066 4.61130
H -0.99881 0.69932 4.56185
O -0.13432 2.24934 1.34814
H -0.78360 3.95962 1.07657
H -0.92810 2.25702 1.93062
O -0.44070 -2.66682 1.92835
H -1.98971 -3.43573 -2.89084
H -2.09136 -0.95042 -0.17933
O 2.30047 -0.74625 -3.90453
H -1.29196 0.52857 -1.97474
H -0.19537 1.79029 3.89277
O -0.85048 4.73590 0.52171
H -0.00792 4.98856 0.11666
H 2.25423 -1.11280 -3.09190
O 1.97354 -0.71292 -1.12107
H 1.92225 0.15137 -1.52190
H 1.15369 -0.69525 -0.68095
O -2.88460 -3.02593 -2.59094
H -2.40118 -2.51932 -1.83370
H -0.63478 -0.96582 -3.39484
O -0.51133 0.12930 -1.97267
H -1.31590 -2.28887 -4.11717
H 1.74052 3.65695 2.41979
O 2.33546 2.84321 2.50161
H -0.64836 -0.62142 -1.09593
H 1.71986 -1.34858 -4.53145
O -1.27159 -0.95194 0.02357
H 1.86766 2.32130 1.95061
H -0.83893 -1.98504 1.23902
*
```

## Properties
HOMO level, Ha: -0.247
Molar mass, g/mol: 215.17

***

two.
Entry from OMol25: a molecular structure, H23O12 (ωB97M-V with the def2-TZVPD basis set).

```
! RIJCOSX wB97M-V def2-TZVPD def2/J DEFGRID3
* xyz -1 1
O -1.73484 -0.29439 -0.37295
H -2.21214 -0.05505 0.41933
H 2.18449 -4.14314 1.97769
O 2.63098 -2.36875 0.32744
H 2.59271 -1.49070 0.54696
H 1.87797 -2.63799 -0.10064
O -3.13932 0.86444 -2.93569
H -2.78117 1.03734 -2.03804
O 1.80232 -3.81639 2.76558
H -0.99350 0.44869 -0.91543
H 1.14644 -3.23466 2.48432
O 0.37823 2.00454 0.82731
H -0.05132 2.30215 0.23418
H -3.03604 -1.72774 -0.35695
O -0.23693 4.94948 -1.03911
H 0.09120 3.97344 -0.90493
H -2.72699 1.56206 -3.49662
O -0.49880 1.27321 -1.63559
H -0.36819 0.96309 -2.53298
H -0.99850 4.57027 -1.62518
O 2.88443 0.17146 1.23538
H 2.38982 0.73500 0.63784
H 3.75579 -0.13593 1.01073
O 1.19805 -2.19353 -1.93163
H 0.70964 -2.27965 -2.76288
H 1.19886 -1.41372 -1.34511
O -0.97760 -2.21791 1.65104
H -1.33387 -2.88648 0.95154
H -1.13667 -1.41004 1.35658
O 2.24054 3.27840 2.70390
H 1.80705 4.00737 2.33331
H 1.52121 2.88871 3.32874
O -3.83192 -2.18236 -0.60285
H -0.12722 1.19528 1.01653
H -4.22473 -1.73649 -1.21181
*
```

## Properties
HOMO level, Ha: -0.232
Molar mass, g/mol: 215.17

***

Energy comparison, zero being the most stable, in eV: one 0.000; two 1.590.

***

one.
Entry from OMol25: a single C21H29NO5 molecule (ωB97M-V with the def2-TZVPD basis set).

```
! RIJCOSX wB97M-V def2-TZVPD def2/J DEFGRID3
* xyz 0 1
C 6.50771 -0.41232 -2.17324
C 5.76536 -0.30061 -0.84768
C 4.26042 -0.15749 -1.05550
C 3.51697 -0.02263 0.28176
C 2.03605 0.05436 0.05784
C 1.41916 1.25533 -0.05926
C 0.01852 1.39624 -0.32575
C -0.62168 2.60088 -0.35808
C -2.03094 2.72070 -0.54108
O -2.66635 3.74854 -0.37107
C -2.78234 1.46500 -1.03989
C -2.99410 1.61261 -2.54945
O -4.08073 1.44436 -0.43116
C -4.05118 1.16176 0.86275
O -3.03081 0.88235 1.45194
C -5.41128 1.21059 1.51636
C -6.52682 1.66177 0.58586
C -2.11275 0.11712 -0.77789
O -2.74759 -0.91559 -0.86554
C -0.67739 0.15030 -0.50673
C -0.00801 -1.02640 -0.35812
N 1.31190 -1.11065 -0.09690
C 1.86826 -2.42121 0.17141
C 1.67766 -2.79992 1.64598
C 2.44150 -4.07367 2.00773
C 3.92476 -3.83373 2.28337
O 4.57640 -3.37116 1.11476
H 6.16442 -1.28102 -2.73065
H 7.57730 -0.51272 -2.00568
H 6.33786 0.47314 -2.78149
H 6.13855 0.56308 -0.29311
H 5.95774 -1.19262 -0.24762
H 4.05545 0.72383 -1.66662
H 3.89093 -1.02852 -1.60086
H 3.78475 -0.85611 0.92937
H 3.84247 0.89633 0.77122
H 1.99950 2.15648 0.06457
H -0.08295 3.51051 -0.13924
H -3.57256 0.76803 -2.91696
H -3.53793 2.53497 -2.73792
H -2.03191 1.64686 -3.05522
H -5.32549 1.88138 2.37467
H -5.61141 0.20992 1.90826
H -6.62373 0.97672 -0.25197
H -6.31333 2.65248 0.19420
H -7.47118 1.69271 1.12482
H -0.55119 -1.95495 -0.46172
H 2.92583 -2.45139 -0.08023
H 1.34980 -3.14827 -0.45855
H 0.61291 -2.94186 1.83996
H 2.01852 -1.97780 2.27900
H 2.34567 -4.79927 1.19884
H 2.01175 -4.50990 2.91018
H 4.03413 -3.09278 3.08948
H 4.37749 -4.77532 2.62027
H 5.52756 -3.39447 1.25766
*
```

## Properties
SMILES string: CCCCC1=CC2=CC(=O)[C@](C)(OC(=O)CC)C(=O)C2=CN1CCCCO
HOMO level, Ha: -0.271
Molar mass, g/mol: 375.47

***

two.
Entry from OMol25: a single C21H29NO5 molecule (ωB97M-V with the def2-TZVPD basis set).

```
! RIJCOSX wB97M-V def2-TZVPD def2/J DEFGRID3
* xyz 0 1
C 1.93462 4.10092 0.42045
C 3.40385 3.69789 0.35219
C 3.73632 2.80277 -0.84576
C 3.56496 1.29799 -0.57158
C 2.16669 0.91296 -0.19151
C 1.84255 0.66094 1.10117
C 0.52216 0.29675 1.52364
C 0.21746 -0.09026 2.79641
C -1.07650 -0.55314 3.17369
O -1.34091 -1.05671 4.25363
C -2.22713 -0.38326 2.15009
C -3.11593 0.76981 2.62261
O -3.02565 -1.57750 2.18316
C -2.45352 -2.62000 1.60081
O -1.38392 -2.55788 1.03582
C -3.28409 -3.87342 1.72585
C -4.73612 -3.63450 1.32116
C -1.82710 -0.12762 0.70179
O -2.62832 -0.29176 -0.20327
C -0.46016 0.32281 0.47468
C -0.07861 0.61511 -0.80046
N 1.19156 0.85770 -1.16900
C 1.49762 0.77305 -2.58427
C 1.91637 -0.65786 -2.98249
C 0.81751 -1.50158 -3.63630
C -0.37771 -1.86104 -2.74475
O -1.39566 -0.89798 -2.92664
H 1.77308 4.77739 1.25628
H 1.28957 3.23771 0.55676
H 1.63828 4.61378 -0.49252
H 3.68695 3.19197 1.27657
H 4.00340 4.60806 0.28131
H 3.12146 3.11072 -1.69356
H 4.78045 2.95681 -1.12667
H 3.89120 0.73814 -1.44978
H 4.22617 1.02605 0.25228
H 2.61183 0.71167 1.85577
H 0.98956 -0.15295 3.54831
H -3.45322 0.55756 3.63415
H -2.54952 1.69826 2.61481
H -3.97552 0.85875 1.96210
H -3.23779 -4.18756 2.77120
H -2.82384 -4.64542 1.10788
H -4.79079 -3.28717 0.29205
H -5.18552 -2.88270 1.96360
H -5.30390 -4.55781 1.40833
H -0.81828 0.62023 -1.58740
H 2.28809 1.48077 -2.83196
H 0.60180 1.05330 -3.14050
H 2.28388 -1.18118 -2.09650
H 2.74314 -0.59333 -3.69313
H 1.28123 -2.42730 -3.98052
H 0.42432 -0.97968 -4.51049
H -0.75932 -2.84881 -3.03918
H -0.07708 -1.92054 -1.69101
H -2.05996 -1.00088 -2.22929
*
```

## Properties
SMILES string: CCCCC1=CC2=CC(=O)[C@](C)(OC(=O)CC)C(=O)C2=CN1CCCCO
HOMO level, Ha: -0.278
Molar mass, g/mol: 375.47

***

Energy comparison, zero being the most stable, in eV: one 0.000; two 0.066.

***

one.
Entry from OMol25: a single C3H4ClFS molecule (ωB97M-V with the def2-TZVPD basis set).

```
! RIJCOSX wB97M-V def2-TZVPD def2/J DEFGRID3
* xyz 0 1
F -2.03995 1.15819 -0.56389
C -1.07553 0.47386 0.02716
Cl -1.40590 -1.18741 0.08597
C 0.02860 1.09460 0.45841
C 1.20732 0.26451 0.91839
S 2.23092 -0.27137 -0.47229
H 0.06159 2.14112 0.52013
H 0.80228 -0.67900 1.22550
H 1.79285 0.78572 1.69919
H 2.94614 0.85847 -0.69841
*
```

## Properties
SMILES string: F/C(Cl)=C/CS
HOMO level, Ha: -0.333
Molar mass, g/mol: 126.58

***

two.
Entry from OMol25: a single C3H4ClFS molecule (ωB97M-V with the def2-TZVPD basis set).

```
! RIJCOSX wB97M-V def2-TZVPD def2/J DEFGRID3
* xyz 0 1
F 0.68408 1.74860 0.47919
C -0.30167 1.28314 -0.35652
C -0.59431 -0.20365 0.01275
S -2.11127 -0.74301 0.01674
C 0.54364 -1.16844 0.34605
Cl 2.22492 -0.74374 -0.13285
H -0.03649 1.26855 -1.40336
H -1.13767 2.00944 -0.29523
H 0.54454 -1.36603 1.42618
H 0.18423 -2.08487 -0.09294
*
```

## Properties
SMILES string: FCC(=S)CCl
HOMO level, Ha: -0.341
Molar mass, g/mol: 126.58

***

Energy comparison, zero being the most stable, in eV: one 0.000; two 0.112.

***

one.
Entry from OMol25: a single C3H4ClFS molecule (ωB97M-V with the def2-TZVPD basis set).

```
! RIJCOSX wB97M-V def2-TZVPD def2/J DEFGRID3
* xyz 0 1
C -0.91840 -0.24872 -0.66809
C -0.19216 0.36004 0.51574
F -0.56280 -0.18078 1.74344
Cl -0.18619 2.06994 0.39324
C 1.28038 -0.13178 0.32626
S 2.63268 0.64901 0.36813
H -0.49741 -0.01022 -1.65642
H -2.04045 -0.02657 -0.66008
H -0.79589 -1.29000 -0.45324
H 1.28025 -1.19092 0.09104
*
```

## Properties
SMILES string: C[C@](F)(Cl)C=S
HOMO level, Ha: -0.335
Molar mass, g/mol: 126.58

***

two.
Entry from OMol25: a single C3H4ClFS molecule (ωB97M-V with the def2-TZVPD basis set).

```
! RIJCOSX wB97M-V def2-TZVPD def2/J DEFGRID3
* xyz 0 1
F 0.59019 -1.93945 1.26027
C -0.05734 -0.99814 0.41844
C 0.54921 0.26359 -0.28503
S 0.74427 0.22029 -2.02992
C -0.57608 0.39917 0.70019
Cl -2.20228 0.92737 0.15702
H -0.89722 -1.56148 -0.15182
H 1.42541 0.42542 0.44092
H 0.78720 1.57120 -2.29701
H -0.36336 0.69202 1.78694
*
```

## Properties
SMILES string: F[C@@H]1[C@@H](S)[C@H]1Cl
HOMO level, Ha: -0.355
Molar mass, g/mol: 126.58

***

three.
Entry from OMol25: 2 unconnected molecules or ions with the total composition C3H4ClFS (ωB97M-V with the def2-TZVPD basis set).

```
! RIJCOSX wB97M-V def2-TZVPD def2/J DEFGRID3
* xyz 0 1
C 0.99701 -0.67747 0.31982
C 0.27611 0.35256 0.75159
C -0.83924 1.20904 -0.06428
H 1.68171 -1.02800 0.96562
H 1.06648 1.12224 0.65628
H 0.14487 0.49013 1.80355
H -0.43757 2.35331 -0.99994
F 0.30396 -1.82913 0.01896
S -2.31940 0.80059 0.72984
Cl 1.72447 -0.26998 -1.19508
*
```

## Properties
HOMO level, Ha: -0.329
Molar mass, g/mol: 126.58

***

Energy comparison, zero being the most stable, in eV: one 0.000; two 1.067; three 3.743.